A structure of composition C9H13N4O2. Source: the OMol25 dataset; level of theory: wB97M-V/def2-TZVPD.

Results
**Spin multiplicity**: 3
**ΔE to the lowest compared entry with this formula, charge and spin**: 646.8 kJ/mol
**Gap between HOMO and LUMO (alpha / beta)**: 0.248 / 0.243 Ha
**E_LUMO (alpha / beta)**: -4.034 / -7.217 eV
**Total charge**: +1
**<S²>**: 2.04

```
28
Properties=species:S:1:pos:R:3:lowdin_charge:R:1
C -0.65688 -0.88094 3.15286 -0.016
C -0.41484 0.12080 2.10947 0.001
C -0.57557 -2.23260 2.95802 -0.037
C -0.36312 -0.24653 0.77119 0.020
C -0.66827 -2.22823 0.62054 -0.038
C 0.79973 2.42893 -1.52965 -0.185
C 1.47760 1.21833 -2.09888 -0.172
C 0.41819 2.00629 -0.06707 -0.054
C 0.94223 0.02133 -1.24193 -0.091
N -0.50671 -2.76614 1.70863 0.146
N -1.31298 0.68482 -1.17252 0.145
N -0.85023 -2.92702 -0.60434 -0.364
N -0.13411 0.58705 -0.34777 -0.320
O -1.23041 -2.23113 -1.55483 -0.003
O -0.58794 -4.11490 -0.66481 0.131
H -1.01361 -0.42469 4.15027 0.154
H -0.16870 1.04653 2.42443 0.072
H -0.35700 -2.89816 3.81622 0.149
H 1.65882 3.21910 -1.43846 0.148
H -0.11042 2.95433 -2.05770 0.153
H 1.15496 1.17863 -3.18570 0.140
H 2.58056 1.38377 -2.05553 0.131
H 1.33058 1.98549 0.68579 0.188
H -0.38443 2.43747 0.34763 0.078
H 0.73626 -0.99943 -1.84049 0.175
H 1.76918 -0.16573 -0.39975 0.175
H -2.17170 1.03337 -0.70301 0.148
H -1.36118 -0.19073 -1.78264 0.126
```

A cluster of 2 separate species, C9H13NO2 in total. Source: the OMol25 dataset; level of theory: wB97M-V/def2-TZVPD.

Results
**ΔE to the lowest compared entry with this formula, charge and spin**: 216.7 kJ/mol
**Structure (SMILES)**: Cc1ccc(O)cc1.CC(N)=O
**Gap between HOMO and LUMO**: 0.328 Ha
**E_LUMO**: 0.719 eV

```
25
Properties=species:S:1:pos:R:3:lowdin_charge:R:1
C 0.56217 -2.77744 1.73989 -0.099
C 0.49971 -2.12456 0.44817 -0.379
C -0.71465 -1.61918 0.12513 -0.087
C -0.88458 -0.76341 -0.99428 -0.009
C 0.30894 -0.34680 -1.69342 -0.309
O 0.50673 0.81805 -2.40454 -0.041
C 1.52953 -0.95646 -1.35790 -0.023
C 1.67603 -1.81893 -0.25180 -0.016
H 1.47285 -2.63713 2.35074 0.080
H 0.36232 -3.88463 1.45074 0.116
H -0.27609 -2.48914 2.48601 0.099
H -1.55406 -1.91808 0.89340 0.151
H -1.84933 -0.33656 -1.08330 0.093
H -0.43103 1.37883 -2.43080 0.177
H 2.43059 -0.58984 -1.86961 0.117
H 2.57708 -2.29988 0.01504 0.098
C -1.37868 2.04003 1.15554 0.013
C -0.93700 2.71063 -0.19739 -0.601
N 0.37228 3.11245 -0.35151 0.139
O -1.80482 2.80016 -1.00814 0.040
H -2.47431 1.93716 1.25069 0.093
H -0.92125 2.47461 1.94026 0.018
H -0.96184 0.97809 1.09634 0.084
H 0.68057 3.49533 -1.36272 0.176
H 1.20884 2.81671 0.05346 0.069
```

A cluster of 2 separate species, C9H13NO2 in total. Source: the OMol25 dataset; level of theory: wB97M-V/def2-TZVPD.

Results
**ΔE to the lowest compared entry with this formula, charge and spin**: 43.0 kJ/mol
**Structure (SMILES)**: Cc1ccc(O)cc1.CC(N)=O
**Gap between HOMO and LUMO**: 0.334 Ha
**E_LUMO**: 0.741 eV

```
25
Properties=species:S:1:pos:R:3:lowdin_charge:R:1
C 0.26387 -1.27044 -3.72423 -0.064
C -0.52237 -0.63910 -2.59558 -0.291
C -1.88755 -0.52249 -2.74878 -0.053
C -2.66651 0.11102 -1.76487 -0.023
C -2.02609 0.74980 -0.72488 -0.332
O -2.65251 1.41586 0.29125 0.039
C -0.65509 0.55889 -0.55350 -0.018
C 0.12730 -0.08259 -1.48565 -0.029
H -0.22030 -2.17973 -4.08266 0.074
H 1.27364 -1.61105 -3.47834 0.071
H 0.43322 -0.52346 -4.50011 0.080
H -2.40042 -0.96885 -3.58795 0.110
H -3.74433 -0.00865 -1.76047 0.112
H -3.49409 1.80646 0.04832 0.103
H -0.20850 1.04847 0.28984 0.108
H 1.19601 -0.18229 -1.36616 0.114
C 2.57004 -0.57394 3.40278 -0.017
C 1.98142 0.80785 3.18091 -0.596
N 0.95606 1.09980 4.02395 0.166
O 2.46275 1.52195 2.33061 0.041
H 2.69491 -1.11379 2.47218 0.078
H 2.00355 -1.23459 4.05441 0.066
H 3.56086 -0.50882 3.85156 0.084
H 0.42862 1.95059 3.96160 0.109
H 0.52551 0.34909 4.46579 0.068
```

The molecule C9H13NO2. Source: the OMol25 dataset; level of theory: wB97M-V/def2-TZVPD.

Results
**ΔE to the lowest compared entry with this formula, charge and spin**: 339.7 kJ/mol
**Structure (SMILES)**: O=C1CCCC[C@@H]2CCC(=O)N12
**Gap between HOMO and LUMO**: 0.374 Ha
**E_LUMO**: 0.609 eV

```
25
Properties=species:S:1:pos:R:3:lowdin_charge:R:1
O -0.95710 -0.87585 -2.60603 0.070
C -0.14694 -0.75782 -1.63727 -0.372
C 0.65212 -1.88121 -1.05232 -0.097
C -0.22658 -2.37001 0.16383 -0.160
C -1.10319 -1.22154 0.71580 -0.155
C -0.10311 -0.17420 1.45327 -0.109
C 0.72114 0.38739 0.40462 -0.377
C 1.09779 1.86474 0.56687 -0.123
C -0.17979 2.64100 -0.03546 -0.094
C -0.79487 1.67697 -1.02523 -0.343
O -1.66924 1.90286 -1.89088 0.072
N -0.10146 0.39442 -0.81206 0.028
H 0.75331 -2.66061 -1.73004 0.078
H 1.81887 -1.73911 -0.69134 0.169
H 0.32345 -2.91381 1.09675 0.162
H -0.86408 -3.19524 -0.09721 0.094
H -1.80325 -0.63843 0.08874 0.135
H -1.58805 -1.78465 1.36656 0.047
H 0.45071 -0.63067 2.41349 0.167
H -0.71909 0.64996 1.81554 0.109
H 1.75654 0.12973 0.19433 0.130
H 1.32429 2.37379 1.48869 0.099
H 2.01710 2.05761 -0.17662 0.153
H 0.17842 3.52253 -0.78812 0.160
H -0.83699 3.24214 0.77408 0.158
```

A cluster of 2 separate species, C9H13NO2 in total. Source: the OMol25 dataset; level of theory: wB97M-V/def2-TZVPD.

Results
**Spin multiplicity**: 2
**ΔE to the lowest compared entry with this formula, charge and spin**: 0.0 kJ/mol
**Gap between HOMO and LUMO (alpha / beta)**: 0.370 / 0.270 Ha
**E_LUMO (alpha / beta)**: -3.344 / -6.864 eV
**Total charge**: +1
**<S²>**: 0.77

```
25
Properties=species:S:1:pos:R:3:lowdin_charge:R:1
C -3.08987 -0.36088 2.29171 -0.015
C -0.14526 0.12909 0.00477 0.039
C -1.19704 -0.46597 0.62097 0.025
C 0.23567 1.44547 0.38621 -0.241
C -2.05267 0.30501 1.47321 -0.176
C -0.61371 2.23321 1.21233 0.067
C -1.76040 1.68149 1.67478 0.017
O 1.28927 2.02411 -0.09742 0.194
H 0.41888 -0.39767 -0.74191 0.090
H -1.49377 -1.48136 0.38422 0.136
H 1.82393 1.42880 -0.70338 0.079
H -0.25704 3.20537 1.51847 0.145
H -3.89787 -0.80953 1.70463 0.111
H -3.56317 0.35382 2.95605 0.089
H -2.43538 2.26637 2.27560 0.131
H -2.66630 -1.16862 2.88842 0.109
C 1.90720 -1.14995 -3.05520 0.019
C 2.44335 -0.66454 -1.74449 -0.564
O 2.77369 0.49892 -1.53708 0.035
N 2.45394 -1.57362 -0.73496 0.178
H 2.70911 -1.23552 0.18437 0.130
H 1.92142 -2.42558 -0.76463 0.116
H 0.99928 -0.59883 -3.28582 0.095
H 1.59990 -2.19100 -3.01668 0.083
H 2.59684 -1.04858 -3.89416 0.106
```

A structure of composition C9H13NO2S2. Source: the OMol25 dataset; level of theory: wB97M-V/def2-TZVPD.

Results
**ΔE to the lowest compared entry with this formula, charge and spin**: 153.0 kJ/mol
**Gap between HOMO and LUMO**: 0.356 Ha
**E_LUMO**: 0.610 eV

```
27
Properties=species:S:1:pos:R:3:lowdin_charge:R:1
C 1.74536 0.56945 -0.65671 -0.608
C -0.15792 2.46878 -0.29173 -0.454
C -1.38974 2.07071 0.52273 -0.210
C -1.59168 0.57176 0.45939 -0.296
C -2.24494 0.05776 -0.68313 -0.068
C -2.62317 -1.26271 -0.82620 -0.070
C -1.96354 -2.12827 0.08775 -0.069
C -1.29483 -1.57659 1.18969 -0.104
C -1.11645 -0.27196 1.35675 -0.113
H 4.13643 -1.99840 -1.02001 0.074
H 2.68034 -2.62344 -0.60919 0.051
H 2.17421 0.65004 -1.64661 0.074
H 0.78643 0.03302 -0.84178 0.081
H -0.06069 3.61100 -0.18840 0.085
H -0.11858 2.16846 -1.37185 0.090
H -1.09626 2.19112 1.61070 0.114
H -2.34627 2.76447 0.38105 0.159
H -2.63719 0.75267 -1.43259 0.114
H -3.29052 -1.60886 -1.68618 0.127
H -2.12116 -3.19958 0.17328 0.096
H -0.87280 -2.26296 1.88241 0.103
H -0.53446 0.06573 2.26372 0.151
N 3.16512 -1.76778 -0.80302 -0.083
O 4.12085 0.26320 0.15051 -0.349
O 2.28318 -1.08822 1.38413 -0.306
S 2.83851 -0.46260 0.23144 0.527
S 1.52980 2.01320 0.36385 0.883
```